The following is a quantum chemistry calculation of a single C18H19N5O6S molecule, from the OMol25 dataset.

Values from the calculation:
- calculated total energy (hartree) = -1820.69088
- LUMO (eV) = 0.23
- SMILES string = COc1ccc(C(=O)NCc2nnc(SCC(=O)Nc3cc(C)on3)o2)cc1OC

Bonds (Å) are listed after each position.
Positions of all 49 atoms, in Å:
1 S -3.167 4.346 0.965  C18 1.832, C19 1.730
2 O -2.666 -2.788 -0.425  C28 1.216
3 O -0.517 1.681 1.494  C16 1.212
4 O 1.185 2.284 -3.016  N8 1.351, C26 1.341
5 O 3.682 -2.383 -0.239  C20 1.407, C21 1.359
6 O -3.331 1.692 1.100  C14 1.362, C19 1.351
7 O 2.675 -1.018 1.714  C13 1.409, C15 1.359
8 N 0.438 3.144 -2.290  O4 1.351, C22 1.314
9 N -0.570 3.207 -0.192  C16 1.352, C22 1.383, H40 1.013
10 N -5.107 1.233 -0.095  N11 1.349, C14 1.289
11 N -4.957 2.574 -0.087  N10 1.349, C19 1.294
12 N -2.419 -0.939 0.838  C25 1.444, C28 1.361, H39 1.009
13 C 2.190 -0.230 2.777  O7 1.409, H35 1.089, H41 1.095, H47 1.095
14 C -4.148 0.724 0.599  O6 1.362, N10 1.289, C25 1.484
15 C 1.773 -1.600 0.880  O7 1.359, C21 1.416, C27 1.383
16 C -0.866 2.752 1.046  O3 1.212, N9 1.352, C18 1.524
17 C 1.473 -2.970 -1.087  C21 1.385, C29 1.385, H48 1.078
18 C -1.694 3.734 1.866  S1 1.832, C16 1.524, H34 1.090, H36 1.090
19 C -3.900 2.818 0.618  S1 1.730, O6 1.351, N11 1.294
20 C 4.294 -3.187 -1.217  O5 1.407, H31 1.094, H38 1.095, H44 1.089
21 C 2.324 -2.348 -0.188  O5 1.359, C15 1.416, C17 1.385
22 C 0.181 2.546 -1.148  N8 1.314, N9 1.383, C23 1.415
23 C 0.766 1.259 -1.104  C22 1.415, C26 1.367, H43 1.067
24 C 2.192 0.072 -2.927  C26 1.481, H32 1.089, H37 1.086, H46 1.088
25 C -3.840 -0.692 0.917  N12 1.444, C14 1.484, H33 1.094, H42 1.100
26 C 1.388 1.157 -2.318  O4 1.341, C23 1.367, C24 1.481
27 C 0.400 -1.493 1.005  C15 1.383, C30 1.398, H45 1.077
28 C -1.930 -1.993 0.130  O2 1.216, N12 1.361, C30 1.486
29 C 0.100 -2.845 -0.957  C17 1.385, C30 1.386, H49 1.079
30 C -0.449 -2.099 0.074  C27 1.398, C28 1.486, C29 1.386
31 H 3.998 -4.236 -1.120  C20 1.094
32 H 1.573 -0.813 -3.068  C24 1.089
33 H -4.340 -1.352 0.202  C25 1.094
34 H -2.009 3.257 2.795  C18 1.090
35 H 3.073 0.187 3.257  C13 1.089
36 H -1.109 4.625 2.094  C18 1.090
37 H 2.580 0.402 -3.887  C24 1.086
38 H 4.066 -2.839 -2.230  C20 1.095
39 H -1.798 -0.234 1.207  N12 1.009
40 H -0.909 4.115 -0.486  N9 1.013
41 H 1.550 0.583 2.420  C13 1.095
42 H -4.214 -0.918 1.926  C25 1.100
43 H 0.727 0.542 -0.315  C23 1.067
44 H 5.365 -3.098 -1.040  C20 1.089
45 H -0.012 -0.948 1.838  C27 1.077
46 H 3.016 -0.191 -2.268  C24 1.088
47 H 1.637 -0.836 3.502  C13 1.095
48 H 1.871 -3.557 -1.899  C17 1.078
49 H -0.564 -3.325 -1.659  C29 1.079